1.
The following is a quantum chemistry calculation of a molecular structure, C25H23F2LiNOSSe2 in a non-equilibrium geometry, from the Open Molecules 2025 dataset.

Kohn-Sham gap (spin up / spin down): 3.268 / 3.266 eV
E_tot: -176996.4142 eV
2S+1: 1
net charge: -1
lowest unoccupied orbital energy (spin up / spin down): 2.112 / 2.112 eV
HOMO (spin up / spin down): -1.16 / -1.15 eV

Atoms and positions in Å:
1 C -10.346 17.105 2.227
2 C -15.439 11.964 -3.834
3 H -18.605 19.621 2.974
4 H -16.569 17.504 1.983
5 C -15.394 7.443 -4.027
6 C -14.647 16.262 4.990
7 C -12.674 16.281 3.349
8 F -12.364 17.941 5.069
9 S -16.825 9.698 -3.749
10 H -15.660 7.390 -5.069
11 H -14.359 7.068 -3.899
12 C -16.004 15.879 5.246
13 C -12.056 15.589 2.324
14 C -16.141 11.086 -3.033
15 H -17.405 20.647 3.858
16 C -15.706 12.432 -1.119
17 H -16.280 13.805 2.622
18 O -14.170 9.523 -3.694
19 C -14.030 15.895 3.814
20 C -14.879 17.821 -2.762
21 H -14.191 16.963 5.671
22 C -10.712 17.757 3.397
23 H -16.140 7.022 -3.432
24 H -10.434 15.254 0.959
25 H -10.061 18.592 3.748
26 H -17.884 18.269 1.132
27 H -17.004 17.160 -0.579
28 F -9.089 17.436 1.767
29 C -17.838 20.465 2.851
30 C -15.207 8.935 -3.795
31 C -11.898 17.343 3.957
32 H -14.024 17.523 -3.398
33 Se -14.409 17.589 -0.739
34 H -15.782 17.126 -2.891
35 H -15.662 12.615 -0.057
36 H -17.508 14.575 4.712
37 C -14.925 14.738 -1.455
38 C -16.143 11.252 -1.640
39 C -14.511 15.695 -0.737
40 C -15.261 13.481 -1.960
41 Se -16.322 20.033 1.707
42 H -18.330 21.372 2.526
43 C -10.896 15.892 1.724
44 C -15.851 14.618 3.261
45 C -16.395 18.033 -0.217
46 C -14.886 13.086 -3.274
47 Li -13.594 14.477 1.365
48 H -16.579 10.490 -0.934
49 C -16.583 14.961 4.373
50 H -16.559 18.962 -0.725
51 C -16.810 18.261 1.194
52 H -15.240 11.689 -4.884
53 H -14.276 13.797 -3.899
54 H -15.100 18.839 -2.846
55 N -14.621 14.967 2.970
56 H -16.490 16.243 6.159



2.
The following is a quantum chemistry calculation of C5H10O in the gas phase, from the Open Molecules 2025 dataset.

Kohn-Sham gap: 11.096 eV
E_tot: -7393.6879 eV
2S+1: 1
relative energy (zero: lowest compared OMol25 entry of this formula, charge and spin): 103.96 kJ/mol
lowest unoccupied orbital energy: 0.998 eV
HOMO: -10.10 eV

Atoms and positions in Å:
1 C 1.385 0.562 -0.967
2 H 1.545 -0.237 -1.692
3 C -0.920 -0.455 -0.481
4 H -1.371 -2.521 0.032
5 C 0.071 1.318 1.118
6 H 0.966 1.929 1.273
7 H 0.357 -2.178 -0.111
8 H -0.011 0.605 1.947
9 C -0.601 -1.769 0.231
10 H -0.801 1.982 1.149
11 H -0.535 -1.637 1.317
12 H -1.909 -0.081 -0.178
13 H 2.292 0.990 -0.536
14 O 0.369 1.493 -1.318
15 H -0.963 -0.616 -1.565
16 C 0.125 0.614 -0.220



3.
The following is a quantum chemistry calculation of C2H3BrO2 in the gas phase in a non-equilibrium geometry, from the Open Molecules 2025 dataset.

Kohn-Sham gap (spin up / spin down): 8.133 / 7.704 eV
E_tot: -76256.2238 eV
2S+1: 1
relative energy (zero: lowest compared OMol25 entry of this formula, charge and spin): 391.12 kJ/mol
lowest unoccupied orbital energy (spin up / spin down): -0.914 / -1.034 eV
HOMO (spin up / spin down): -9.05 / -8.74 eV

Atoms and positions in Å:
1 O -0.030 -1.436 -0.582
2 C 0.707 0.795 0.370
3 H 1.710 0.227 0.186
4 H 0.431 1.221 1.307
5 C -0.363 -0.362 0.172
6 O 0.433 1.487 -0.748
7 H -0.695 -2.082 -0.827
8 Br -2.193 0.148 0.122



4.
The following is a quantum chemistry calculation of 13 unconnected molecules or ions with the total composition H27O13 in a non-equilibrium geometry, from the Open Molecules 2025 dataset.

Kohn-Sham gap: 10.229 eV
E_tot: -27046.3591 eV
2S+1: 1
net charge: +1
relative energy (zero: lowest compared OMol25 entry of this formula, charge and spin): 454.87 kJ/mol
lowest unoccupied orbital energy: -3.327 eV
HOMO: -13.56 eV

Atoms and positions in Å:
1 H -0.277 -1.512 2.892
2 H -1.221 -0.802 -4.140
3 H 2.659 -1.249 -0.010
4 H -0.368 -0.165 -1.346
5 H -1.773 -3.107 -1.460
6 H -3.914 -0.723 -1.299
7 O -3.498 0.005 -0.889
8 H 2.148 1.911 -3.111
9 H 1.003 -3.315 -0.107
10 H 2.037 2.093 0.727
11 O -1.732 -3.063 -0.565
12 O 0.806 -3.630 -0.946
13 H -4.233 -0.591 1.650
14 O -0.857 -0.615 -0.647
15 O 0.536 -1.129 3.265
16 H -2.423 0.032 -1.075
17 H 0.042 3.965 2.031
18 H -2.895 -0.731 1.312
19 H -2.080 -2.100 -0.619
20 H 3.036 0.581 -3.089
21 O 0.197 3.531 2.979
22 O 2.531 1.279 -2.610
23 H -0.146 -3.957 -0.946
24 H 0.670 -1.566 4.139
25 H 1.638 0.682 2.359
26 H 2.496 2.048 -1.016
27 O 2.768 2.156 -0.148
28 H 0.897 2.151 2.349
29 H -0.244 1.786 -0.121
30 H -0.766 3.272 3.150
31 H -1.630 -1.532 -2.969
32 H -0.320 -1.318 -0.310
33 H -0.635 2.916 -1.324
34 O 2.989 -0.356 0.463
35 O -3.442 -0.781 2.063
36 O -1.169 -0.777 -3.147
37 H 3.332 1.143 -0.317
38 O 1.388 1.404 1.780
39 O -0.451 2.765 -0.324
40 H 2.903 -0.700 1.374